Here is a 6-piece molecular cluster, C7H20O5 overall in a non-equilibrium geometry from the OMol25 dataset. Energies are from ωB97M-V/def2-TZVPD.

```
32
C7H20O5 (ωB97M-V/def2-TZVPD)
C -0.70478 -3.29640 -0.80802
C -1.83886 -2.90532 -0.24053
C 0.88639 -1.52501 -1.00168
C 0.57169 -2.69109 -0.41236
C 2.90306 1.62300 -0.46844
C 2.60487 0.24812 -0.94915
C 1.56872 -0.40769 -0.37926
H -0.76502 -4.20731 -1.44290
H -2.02203 -1.99561 0.28163
H -2.76241 -3.41329 -0.29032
H 0.62682 -1.42381 -2.09925
H 1.10695 -3.09471 0.41909
H 3.80111 1.79708 0.13649
H 3.03862 2.13572 -1.40090
H 2.08265 2.16297 0.08032
H 3.06144 -0.08932 -1.85043
H 1.39292 -0.22393 0.68713
H -1.92044 1.12842 -1.18620
H -1.73589 1.54578 0.09294
O -1.63143 0.81288 -0.42038
H 0.04545 3.69521 -0.39557
H 0.23006 5.16550 0.27698
O -0.29956 4.37067 0.24263
H -2.70045 -2.81709 2.96553
H -3.22834 -1.36236 3.45970
O -3.43502 -2.20968 3.04301
H 0.76422 2.18161 2.56145
H 1.15105 3.35459 3.70330
O 1.45219 2.82857 2.87726
H -1.88884 -0.82146 -2.95661
H -1.02278 -0.46881 -1.76268
O -1.33236 -0.09722 -2.76278
```

Output
E in eV: -17816.35642
SMILES: C=C/C=C/C=C/C.O.O.O.O.O
Gap between HOMO and LUMO in eV: 8.628
Charge: 0

Here is C7H21BF3NO6Si2 as an isolated structure in a non-equilibrium geometry from the OMol25 dataset. Energies are from ωB97M-V/def2-TZVPD.

```
41
C7H21BF3NO6Si2 (ωB97M-V/def2-TZVPD)
C 3.35659 1.55563 0.81832
C 3.28753 0.97248 -0.67476
B 1.80430 0.59869 -1.18213
O 1.68024 -0.00998 -2.50731
Si 0.14918 0.94722 -0.17299
O -0.92983 1.74829 -1.25232
Si -1.50775 3.25508 -0.64678
O -0.32160 4.53031 -0.65277
N 0.52235 4.51401 0.42274
O -0.05009 4.43767 1.45884
C -0.61895 -0.61425 0.64174
F -0.99495 -1.61352 -0.25983
F -1.83725 -0.19646 1.24746
F 0.14360 -1.13443 1.69001
H 4.45035 1.59621 1.13946
H 2.98583 2.63215 0.83210
H 2.81702 0.89887 1.56403
H 4.01186 0.10999 -0.82448
H 3.65984 1.82213 -1.35166
H 1.57958 0.76810 -3.09849
H 0.54058 1.85679 0.92881
H -2.56691 3.68820 -1.58304
H -2.16716 3.02931 0.63631
C 3.23329 -4.08592 -2.21109
C 3.27518 -3.14857 -1.02007
O 3.44541 -1.80220 -1.45472
H 4.15382 -4.00565 -2.79387
H 3.10916 -5.12227 -1.88890
H 2.40818 -3.82483 -2.87948
H 4.11273 -3.39895 -0.36639
H 2.35026 -3.21663 -0.43779
H 2.69737 -1.58271 -2.02629
C -5.87815 -1.23176 1.55767
C -5.44253 0.09185 2.15560
O -4.48433 -0.12094 3.18483
H -6.30871 -1.87621 2.32752
H -6.61954 -1.07998 0.76967
H -5.02195 -1.76574 1.13599
H -6.29577 0.61200 2.59439
H -4.99995 0.73831 1.39020
H -3.72880 -0.57227 2.78945
```

Output
E in eV: -45958.17447
Gap between HOMO and LUMO in eV: 9.369
Charge: 0

Here is C7H21BIrN5 as an isolated structure in a non-equilibrium geometry from the OMol25 dataset. Energies are from ωB97M-V/def2-TZVPD.

```
35
C7H21BIrN5 (ωB97M-V/def2-TZVPD)
Ir -0.09813 -0.15882 -0.37762
N 1.86079 0.60022 -0.68586
C 2.27724 1.70507 0.24780
C 1.53350 1.50487 1.53250
N 0.08529 1.46474 1.24552
C -0.46151 2.75311 0.71439
C -0.53261 2.75585 -0.77614
N -1.11346 1.45653 -1.20102
C -0.71270 0.95442 2.38001
C -2.03069 0.47095 1.85513
N -1.72820 -0.59935 0.85847
H 2.48355 -0.19560 -0.55696
H 1.97030 0.89320 -1.65702
H 2.08237 2.66627 -0.21499
H 3.34747 1.65734 0.44071
H 1.77234 2.28762 2.25822
H 1.82190 0.55287 1.98086
H 0.14272 3.59949 1.05053
H -1.45421 2.89791 1.13521
H 0.43407 2.86080 -1.25812
H -1.13597 3.60399 -1.10378
H -1.06686 1.41218 -2.22133
H -2.10741 1.43421 -0.97207
H -0.84455 1.71636 3.15302
H -0.17206 0.12437 2.83814
H -2.62219 1.24441 1.37083
H -2.63159 0.08244 2.67622
H -2.55499 -0.80928 0.29658
H -1.48361 -1.45886 1.34890
B 1.40049 -4.58149 0.12099
C 0.99021 -3.06887 0.05386
N 0.57790 -1.98921 -0.00660
H 0.47626 -5.28698 0.33826
H 2.40706 -5.02102 0.80492
H 2.36105 -4.89334 -0.65713
```

Output
Expectation value of S²: 0.7576
E in eV: -18534.31780
Gap between HOMO and LUMO (spin up / spin down) in eV: 7.428 / 7.777
Multiplicity: 2
Charge: +3

Here is C7H21ClN7O18Sr as an isolated structure in a non-equilibrium geometry from the OMol25 dataset. Energies are from ωB97M-V/def2-TZVPD.

```
55
C7H21ClN7O18Sr (ωB97M-V/def2-TZVPD)
Sr -0.26806 0.15227 -0.36742
Cl -1.19077 -1.38941 2.43872
O -0.38619 -1.70831 3.58139
O -2.58946 -1.51423 2.70006
O -0.83512 -0.03093 1.93892
O -0.80031 -2.33283 1.35835
C -1.13327 3.53878 -3.94870
N -1.09772 2.87336 -2.61052
O -0.27776 2.01960 -2.45144
O -1.94825 3.20273 -1.78967
H -0.33943 4.30686 -3.91335
H -2.13563 3.97497 -4.00688
H -0.86305 2.76022 -4.61182
C 1.85866 -3.65287 0.84636
N 1.95271 -2.77259 -0.34659
O 1.57857 -1.62901 -0.19696
O 2.35292 -3.23207 -1.39522
H 1.46149 -3.09373 1.70783
H 2.78236 -4.17499 1.09311
H 1.11611 -4.40851 0.69364
C -2.88501 -3.45617 -0.39710
N -1.42724 -3.09378 -0.93229
O -1.27751 -1.95147 -1.36030
O -0.53763 -3.90076 -0.89115
H -3.19178 -4.20961 -1.14847
H -3.44503 -2.51637 -0.35719
H -2.77323 -3.89967 0.56674
C -1.09849 2.70789 2.65789
N -0.00481 3.15605 1.70013
O 0.62029 4.12011 2.02156
O 0.24745 2.44228 0.76879
H -1.68918 3.60106 2.92778
H -0.53666 2.12270 3.35694
H -1.78345 2.02019 2.12238
C -4.87787 0.91665 0.72935
N -3.88229 1.13364 -0.30866
O -4.19779 1.71986 -1.32378
O -2.80845 0.61038 -0.16272
H -4.49622 1.57641 1.55975
H -4.70670 -0.13008 1.05123
H -5.87331 1.13820 0.41936
C 4.09481 0.00431 -3.40950
N 3.04167 0.52243 -2.36823
O 1.90437 0.12679 -2.44774
O 3.43780 1.15858 -1.41521
H 4.03403 -1.07728 -3.29848
H 5.01186 0.52043 -3.18363
H 3.79920 0.46222 -4.33555
C 4.07588 0.25677 2.92470
N 3.30526 0.07731 1.69723
O 3.74917 -0.63821 0.81049
O 2.21404 0.59147 1.63645
H 4.23580 1.33512 3.01217
H 5.01514 -0.24058 2.87352
H 3.46809 -0.09617 3.78370
```

Output
E in eV: -68214.60340
Gap between HOMO and LUMO in eV: 10.036
Charge: +1

Here is C7H21ClOP2Zr as an isolated structure in a non-equilibrium geometry from the OMol25 dataset. Energies are from ωB97M-V/def2-TZVPD.

```
33
C7H21ClOP2Zr (ωB97M-V/def2-TZVPD)
Zr 0.53981 0.49434 0.62743
H -3.62772 -1.26576 1.11976
H -3.37412 -0.84440 1.69091
P 0.08370 -2.13204 -0.18210
P -0.09455 2.43624 -0.74070
C 1.43149 3.12181 0.17598
H 1.47631 4.20831 0.01558
H 1.45873 3.04438 1.28471
H 2.35186 2.70670 -0.28410
C 0.03909 2.94937 -2.45881
H -0.85751 2.47343 -2.98374
H -0.05866 4.07019 -2.48145
H 1.06032 2.62531 -2.86107
C -1.52753 3.35232 0.00957
H -1.57778 3.21928 1.12353
H -1.40479 4.44027 -0.18054
H -2.40847 2.94058 -0.55006
C 0.27957 -2.38379 -1.97402
H 0.22646 -3.44910 -2.17191
H -0.49225 -1.84237 -2.50779
H 1.24247 -1.99919 -2.28082
C 1.29698 -3.36373 0.42537
H 1.29581 -3.42847 1.51474
H 1.03302 -4.32609 -0.02773
H 2.30493 -3.08102 0.14069
C -1.37291 -3.19901 0.09410
H -2.21565 -2.91528 -0.53977
H -1.13511 -4.25519 -0.13086
H -1.75403 -3.12821 1.11893
C 2.71984 -0.04764 0.80256
O 3.68573 -0.72002 0.71277
H -0.20964 0.34538 -1.08055
Cl -0.40612 1.28740 2.73809
```

Output
E in eV: -42009.88639
Gap between HOMO and LUMO in eV: 6.844
Charge: +2

Here is C7H21FOP2W as an isolated structure in a non-equilibrium geometry from the OMol25 dataset. Energies are from ωB97M-V/def2-TZVPD.

```
33
C7H21FOP2W (ωB97M-V/def2-TZVPD)
W -0.10018 0.00954 0.87178
H 1.48080 -0.02408 0.39302
H 1.08469 -0.98674 0.27465
P 0.70937 1.93887 -0.20980
P -0.65781 -2.06212 -0.04925
C -0.75778 -3.36130 1.20152
H -0.98876 -4.31794 0.71374
H 0.20831 -3.43808 1.71836
H -1.53366 -3.12412 1.94578
C -2.34424 -1.50559 -0.40893
H -2.52862 -1.60538 -1.48835
H -3.01379 -2.17343 0.14433
H -2.52743 -0.46942 -0.08531
C 0.01708 -2.81291 -1.53701
H 1.11738 -2.79125 -1.50989
H -0.30474 -3.86052 -1.60705
H -0.31852 -2.27223 -2.43261
C -0.92805 2.71230 -0.36937
H -0.91232 3.64184 0.21275
H -1.13699 2.92103 -1.42877
H -1.71688 2.06062 0.03994
C 1.62603 2.98795 0.96667
H 2.47606 2.43082 1.37716
H 1.99578 3.88582 0.45616
H 0.98767 3.29540 1.80529
C 1.62020 2.17307 -1.76702
H 0.96915 1.98284 -2.62316
H 2.00783 3.19883 -1.83235
H 2.46669 1.47584 -1.80936
C 1.14441 -0.29733 2.42375
O 1.75766 -0.49840 3.40567
H -0.10068 0.32924 -0.80269
F -1.79868 0.55680 2.01036
```

Output
Expectation value of S²: 2.0110
E in eV: -32747.92246
Gap between HOMO and LUMO (spin up / spin down) in eV: 6.445 / 7.547
Multiplicity: 3
Charge: +2